{
  "formula": "C3H6N2O2",
  "method": "ωB97M-V/def2-TZVPD",
  "species": ["H", "N", "C", "O", "C", "C", "N", "O", "H", "H", "H", "H", "H"],
  "positions_angstrom": [[1.512, 0.279, -2.210], [0.988, 0.082, -1.364], [1.674, 0.365, -0.339], [1.263, 0.205, 0.915], [-0.007, -0.362, 1.260], [-1.104, -0.661, 0.229], [-1.589, 0.558, -0.255], [-1.681, -1.725, 0.176], [2.684, 0.787, -0.328], [0.186, -1.195, 1.939], [-0.554, 0.444, 1.754], [-2.576, 0.575, -0.453], [-0.986, 0.981, -0.951]],
  "largest_force_ha_per_bohr": 0.017,
  "multiplicity": 1,
  "total_charge": 0,
  "gap_ha": 0.3891,
  "homo_energy_ha": -0.3601,
  "smiles": "[H]/N=C/OCC(N)=O",
  "de_lowest_kcal_mol": 50.1,
  "e_lumo_ev": 0.79,
  "energy_ev": -10282.626
}


{
  "formula": "C9H14",
  "method": "ωB97M-V/def2-TZVPD",
  "species": ["C", "C", "C", "C", "C", "C", "C", "H", "H", "H", "H", "H", "H", "H", "H", "C", "C", "H", "H", "H", "H", "H", "H"],
  "positions_angstrom": [[-2.324, -1.846, -1.586], [-1.108, -0.977, -1.329], [-0.792, -0.078, -2.300], [0.425, 0.628, -2.198], [1.241, 0.479, -1.110], [0.881, -0.411, -0.109], [-0.318, -1.139, -0.183], [-2.071, -2.856, -1.906], [-2.979, -1.449, -2.371], [-3.078, -1.965, -0.802], [-1.432, 0.224, -3.114], [0.867, 1.115, -3.062], [2.236, 0.903, -1.090], [1.530, -0.684, 0.715], [-0.398, -2.028, 0.428], [1.505, 1.345, 4.021], [0.417, 1.627, 2.984], [1.042, 0.906, 4.909], [2.188, 0.559, 3.677], [2.164, 2.184, 4.240], [0.848, 2.401, 2.337], [0.412, 0.784, 2.298], [-0.453, 2.064, 3.459]],
  "largest_force_ha_per_bohr": 0.051,
  "multiplicity": 1,
  "total_charge": 0,
  "gap_ha": 0.3763,
  "homo_energy_ha": -0.3384,
  "smiles": "Cc1ccccc1.CC",
  "de_lowest_kcal_mol": 21.8,
  "e_lumo_ev": 1.03,
  "energy_ev": -9559.236
}


Look up the multiplicity of the first one. 1


Which value of multiplicity does entry 2 give? 1


Look up the multiplicity of the first one. 1